133
Properties=species:S:1:pos:R:3:forces:R:3 method="wB97M-V/def2-TZVPD" lumo_energy_ev="0.242 / -2.020" orbital_gap_ev="7.05 / 5.66" spin_multiplicity=5 max_force_ev_per_a=0.62 s_squared=6.020 energy_ev=-247290.64437
Rh -0.250201 -0.756029 -0.221966 -0.31 -0.30 0.01
C 0.007596 -1.940266 -4.075298 -0.09 -0.09 0.01
C 1.198231 -2.890177 -4.129397 0.09 0.16 -0.06
As 1.678334 -3.526578 -2.320686 -0.18 -0.01 0.00
C 2.670611 -5.132303 -2.809912 -0.04 0.08 -0.05
C 2.635202 -6.253455 -1.985243 -0.03 0.07 0.05
C 3.382140 -7.377403 -2.296556 0.01 -0.02 0.02
C 4.181616 -7.392669 -3.431038 -0.01 0.01 0.00
C 4.235849 -6.274732 -4.247457 0.01 0.00 0.00
C 3.486278 -5.148617 -3.935183 -0.01 0.03 -0.04
C -0.058855 -4.357314 -1.970884 0.25 -0.22 -0.33
C -0.851876 -3.881809 -0.946800 -0.41 -0.07 0.12
C -2.112749 -4.411105 -0.705919 -0.16 -0.02 0.00
C -2.591009 -5.439641 -1.500338 0.00 0.04 0.02
C -1.804725 -5.931440 -2.534567 0.09 0.08 0.02
C -0.548133 -5.391350 -2.766186 -0.07 -0.13 -0.02
As 0.169044 -0.526911 -2.707206 0.13 0.20 -0.39
C -0.988503 0.768535 -3.576557 0.05 0.02 0.11
C -2.251845 0.358247 -3.993231 -0.01 -0.04 0.06
C -3.090563 1.247560 -4.646914 0.00 -0.01 -0.03
C -2.668422 2.544506 -4.901018 0.00 -0.03 -0.01
C -1.417726 2.960286 -4.472537 0.01 0.02 -0.01
C -0.585676 2.082056 -3.793961 0.11 -0.05 -0.11
C 1.935397 0.140121 -3.144924 0.02 -0.05 0.04
C 2.931431 0.020383 -2.182523 -0.08 0.00 0.13
C 4.229391 0.419915 -2.470017 0.00 0.02 -0.03
C 4.534716 0.932504 -3.720567 0.00 -0.01 0.00
C 3.545305 1.038787 -4.690014 0.00 0.00 -0.01
C 2.249036 0.640325 -4.406151 -0.07 -0.01 -0.02
H -0.924630 -2.475306 -3.869649 0.09 0.02 0.00
H -0.113035 -1.394655 -5.017656 -0.01 -0.11 0.10
H 2.068132 -2.357189 -4.527487 -0.05 -0.08 0.03
H 0.984390 -3.735507 -4.785907 -0.02 -0.01 0.00
H 2.015467 -6.251380 -1.094647 0.00 0.00 -0.03
H 3.342533 -8.244031 -1.650348 -0.01 -0.03 0.02
H 4.761178 -8.271691 -3.674855 0.04 -0.05 -0.01
H 4.862558 -6.275731 -5.129156 0.02 0.00 -0.03
H 3.542420 -4.279810 -4.581607 0.00 -0.02 0.00
H -0.520932 -3.068643 -0.316481 0.28 0.12 0.21
H -2.725396 -3.999561 0.086281 0.00 0.00 -0.04
H -3.579480 -5.842784 -1.326024 -0.02 -0.01 0.00
H -2.172197 -6.728717 -3.165093 -0.02 -0.06 -0.04
H 0.062554 -5.786456 -3.569608 0.02 -0.01 -0.02
H -2.602794 -0.648901 -3.796623 0.00 0.00 0.02
H -4.074533 0.921451 -4.955844 -0.02 -0.01 0.00
H -3.319569 3.234369 -5.419508 -0.03 0.03 -0.04
H -1.091106 3.975932 -4.654186 0.01 0.03 0.00
H 0.389320 2.417883 -3.459566 -0.02 0.00 0.01
H 2.696284 -0.415124 -1.214537 0.06 0.07 -0.16
H 5.001332 0.321749 -1.718668 0.03 -0.02 0.02
H 5.545812 1.241938 -3.946466 0.04 0.02 -0.01
H 3.785331 1.430261 -5.668989 0.01 0.02 -0.04
H 1.481012 0.726252 -5.167845 0.02 0.00 0.02
O 3.946449 -3.294197 -0.107018 0.12 0.02 0.01
C 3.155058 -2.824991 0.672717 0.07 0.01 0.26
O 2.373670 -1.782785 0.419035 0.03 0.24 0.09
C 2.935846 -3.312472 2.067994 -0.03 0.00 -0.09
C 3.756552 -4.228660 2.709042 -0.08 -0.01 -0.01
C 3.489333 -4.542321 4.029558 -0.04 0.02 0.05
C 2.414053 -3.946602 4.690090 0.07 -0.05 -0.06
C 1.593838 -3.040768 4.038266 0.01 -0.01 -0.08
C 1.862211 -2.724475 2.711001 0.06 0.09 -0.30
P 1.059682 -1.393506 1.719108 0.14 -0.14 0.58
C 1.905816 0.081435 2.412421 -0.16 -0.08 -0.07
C 1.385164 0.735037 3.527933 0.04 -0.07 0.05
C 2.044996 1.825465 4.073722 -0.01 0.06 0.05
C 3.221819 2.291774 3.511169 -0.01 -0.01 -0.03
C 3.742329 1.654071 2.396906 0.00 0.01 -0.01
C 3.094436 0.556599 1.851847 -0.11 0.03 0.02
C -0.630217 -1.559255 2.515090 -0.12 -0.06 -0.25
C -1.116777 -2.883031 2.482146 0.01 0.12 0.06
C -2.443171 -3.170290 2.726881 -0.03 0.00 0.03
C -3.343806 -2.140990 2.978935 0.02 -0.03 -0.02
C -2.892006 -0.835547 2.999030 0.03 0.01 -0.08
C -1.554600 -0.543636 2.758629 0.01 0.13 0.08
H 4.583686 -4.667795 2.171156 0.06 -0.03 -0.04
H 4.120446 -5.244709 4.557188 0.00 -0.02 0.01
H 2.217238 -4.195272 5.723387 0.00 -0.01 0.06
H 0.758678 -2.589468 4.555695 -0.03 0.03 0.03
H 0.472250 0.380357 3.984866 0.03 -0.02 0.08
H 1.645363 2.316744 4.949090 0.01 -0.06 0.02
H 3.727880 3.145077 3.941025 0.03 0.03 0.01
H 4.660057 2.006285 1.945109 0.02 0.01 -0.01
H 3.513505 0.074962 0.985116 0.03 -0.09 -0.09
H -0.444352 -3.700150 2.254066 0.05 -0.03 -0.02
H -2.780283 -4.198522 2.705632 -0.01 -0.02 -0.01
H -4.390407 -2.357464 3.140415 -0.04 -0.01 0.01
H -3.590440 -0.031910 3.175822 -0.03 0.00 -0.03
H -1.235184 0.492892 2.766474 -0.06 -0.08 -0.16
S -4.599296 -1.750021 -1.630058 0.07 0.03 0.02
C -3.301763 -1.078119 -0.928606 -0.29 0.03 -0.10
N -2.382291 -0.547093 -0.425058 0.33 -0.26 0.11
C -3.352473 4.735166 3.871620 0.10 -0.04 -0.02
Si -1.918832 3.527137 3.798410 0.23 -0.02 0.22
C -2.508693 2.009872 4.720955 0.04 -0.04 -0.11
C -0.555649 4.251790 4.876774 -0.03 -0.07 -0.03
Si -1.310656 3.471119 1.507825 -0.26 -0.06 -0.08
Te 0.114437 1.839848 0.150656 0.18 0.58 0.12
Si -0.101285 5.423515 1.040041 -0.06 0.07 -0.12
C 1.710568 5.232752 1.475133 -0.03 -0.06 0.09
C -0.812310 6.903975 1.952931 0.04 -0.05 -0.09
C -0.242823 5.739113 -0.805573 0.07 -0.07 0.02
Si -3.322713 3.482769 0.235600 0.05 -0.10 0.00
C -4.094505 5.196123 0.228504 0.12 -0.09 -0.09
C -2.902925 3.005875 -1.511411 0.06 -0.06 0.09
C -4.472894 2.189358 0.937320 0.01 0.06 0.03
H -3.645445 4.820721 4.919444 -0.01 0.04 0.08
H -4.214748 4.383341 3.318390 -0.22 -0.08 -0.15
H -3.094638 5.726413 3.512825 0.04 0.18 -0.09
H -2.684016 2.334736 5.747820 -0.04 0.01 0.10
H -1.791944 1.191873 4.745389 0.04 0.02 0.06
H -3.445064 1.619675 4.330582 -0.09 0.04 0.01
H -1.023035 4.781255 5.708641 -0.04 0.05 0.06
H 0.102374 4.946789 4.363571 0.10 0.09 -0.08
H 0.054085 3.458010 5.303222 0.02 0.00 0.01
H 1.873350 5.324166 2.549290 0.02 0.01 0.07
H 2.290450 6.008419 0.973976 0.06 0.07 -0.01
H 2.100061 4.263173 1.164478 0.03 -0.05 -0.06
H -0.822774 6.762203 3.029169 0.02 -0.03 0.21
H -1.831309 7.115763 1.636295 -0.14 0.01 -0.06
H -0.208077 7.786243 1.740547 0.05 0.09 -0.02
H 0.138805 4.887671 -1.370459 0.04 -0.06 -0.05
H 0.338452 6.617467 -1.089490 0.04 0.07 -0.01
H -1.274009 5.902852 -1.111127 -0.12 0.04 -0.03
H -3.378184 5.948599 -0.095377 0.08 0.08 -0.07
H -4.465701 5.495677 1.197836 -0.12 0.09 0.34
H -4.932079 5.216955 -0.470245 -0.05 -0.05 -0.06
H -2.088367 3.607764 -1.906676 0.04 0.08 -0.05
H -3.758609 3.117202 -2.177278 -0.10 0.03 0.00
H -2.594655 1.957853 -1.543598 -0.01 -0.02 -0.03
H -4.768427 2.389319 1.965686 -0.03 0.02 0.13
H -3.968595 1.224297 0.896409 0.04 -0.14 0.01
H -5.377417 2.110696 0.333556 -0.08 0.00 -0.05